C19H21CoN7O3S4 as an isolated structure. Source: OMol25; level of theory: the ωB97M-V functional and the def2-TZVPD basis.

The electronic energy is -4321.25034 Ha. The value obtained for the relative energy (zero: lowest compared OMol25 entry of this formula, charge and spin) is 19.2 kcal/mol. Its LUMO energy (spin up / spin down) is -0.15 / -0.15 eV. For the HOMO-LUMO gap (spin up / spin down), the calculation gives 6.004 / 6.075 eV. The HOMO energy (spin up / spin down) is -6.150 / -6.226 eV.

The geometry in ORCA input format:
```
! wB97M-V def2-TZVPD RIJCOSX def2/J DEFGRID3
* xyz 0 4
Co 0.34 0.59 -0.74
O 5.03 0.63 4.17
C 4.20 0.60 3.30
S 2.47 0.39 3.59
C 1.96 0.45 1.91
C 2.91 0.63 0.98
S 2.69 0.75 -0.75
S 4.56 0.78 1.58
S 0.25 0.25 1.58
N -1.95 0.71 -0.92
C -2.41 2.08 -1.16
C -3.56 2.60 -0.30
C -3.49 2.40 1.22
C -2.22 2.94 1.89
N -1.71 4.16 1.27
C -2.36 5.29 1.11
N -1.98 6.09 0.11
N -3.35 5.63 1.95
C -1.22 3.07 -1.13
O -1.50 4.29 -1.19
O -0.07 2.58 -1.04
H -2.42 0.06 -1.54
H -2.13 0.40 0.03
H -2.76 2.12 -2.20
H -4.50 2.17 -0.64
H -3.62 3.67 -0.51
H -3.57 1.35 1.51
H -4.38 2.88 1.63
H -1.39 2.24 1.82
H -2.39 3.08 2.96
H -0.98 4.01 0.58
H -1.59 5.59 -0.70
H -2.47 6.94 -0.06
H -3.47 5.13 2.81
H -3.80 6.53 1.87
N 5.64 -8.47 -1.27
C 4.87 -7.62 -1.26
C 3.89 -6.56 -1.25
C 4.29 -5.24 -1.10
C 3.35 -4.23 -1.10
C 2.00 -4.53 -1.25
C 1.60 -5.86 -1.39
C 2.54 -6.87 -1.39
N 1.03 -3.49 -1.25
C -0.35 -3.63 -1.20
C -0.84 -2.37 -1.24
N 0.19 -1.46 -1.32
C 1.29 -2.17 -1.33
H 5.34 -5.00 -0.98
H 3.67 -3.21 -0.96
H 0.56 -6.11 -1.51
H 2.23 -7.90 -1.51
H -0.85 -4.57 -1.12
H -1.88 -2.07 -1.19
H 2.28 -1.73 -1.35
*
```

=====

A 8-piece molecular cluster, C20H46N2O6S6 overall. Source: OMol25; level of theory: the ωB97M-V functional and the def2-TZVPD basis.

The electronic energy is -3739.48184 Ha. The value obtained for the relative energy (zero: lowest compared OMol25 entry of this formula, charge and spin) is 12.0 kcal/mol. Its LUMO energy is 0.31 eV. For the HOMO-LUMO gap, the calculation gives 8.233 eV. The HOMO energy is -7.919 eV.

The geometry in ORCA input format:
```
! wB97M-V def2-TZVPD RIJCOSX def2/J DEFGRID3
* xyz 0 1
C -0.92 -2.05 -6.64
S -1.38 -0.79 -5.38
O -0.52 -1.20 -4.20
C -0.67 0.65 -6.15
H -1.26 -1.76 -7.63
H -1.30 -2.99 -6.27
H 0.16 -1.96 -6.57
H -1.41 1.44 -6.19
H -0.24 0.46 -7.14
H 0.16 1.09 -5.60
C 3.94 1.11 -0.51
S 5.23 2.09 0.39
O 4.85 3.52 0.08
C 6.57 1.54 -0.69
H 3.74 1.83 -1.31
H 3.02 0.98 0.05
H 4.29 0.15 -0.89
H 6.77 0.47 -0.77
H 7.51 2.00 -0.37
H 6.47 1.85 -1.73
C 3.39 -0.76 3.33
S 1.56 -0.74 3.56
O 1.02 -1.62 2.48
C 1.53 -1.78 5.08
H 3.83 -0.30 4.21
H 3.78 -0.28 2.43
H 3.58 -1.83 3.18
H 1.18 -2.72 4.65
H 0.85 -1.31 5.78
H 2.48 -1.94 5.58
C -4.69 -0.46 -1.92
S -3.64 0.65 -2.96
O -4.42 1.10 -4.16
C -3.60 2.05 -1.81
H -5.69 -0.03 -1.83
H -4.13 -0.54 -0.99
H -4.74 -1.43 -2.41
H -2.62 2.52 -1.82
H -3.68 1.64 -0.80
H -4.47 2.68 -1.93
C -2.75 3.12 6.58
S -2.33 3.37 4.84
O -1.51 4.62 4.71
C -1.19 1.92 4.76
H -3.35 2.24 6.81
H -3.39 3.93 6.93
H -1.89 3.08 7.26
H -0.52 2.04 5.62
H -0.64 1.95 3.83
H -1.75 1.01 4.95
C 1.60 -3.71 -0.97
S 2.86 -2.38 -0.91
O 4.23 -3.00 -0.81
C 2.70 -1.77 -2.62
H 0.63 -3.25 -1.21
H 1.43 -4.07 0.05
H 1.87 -4.55 -1.59
H 1.65 -1.89 -2.88
H 3.30 -2.45 -3.23
H 2.99 -0.74 -2.78
N -2.21 -1.96 1.70
C -2.12 -0.75 2.29
C -3.35 -0.14 2.15
C -4.24 -1.06 1.55
C -3.50 -2.18 1.28
H -1.47 -2.64 1.69
H -1.22 -0.43 2.78
H -3.63 0.85 2.48
H -5.27 -0.82 1.36
H -3.79 -3.13 0.85
N -0.08 0.24 -1.83
C -0.02 1.60 -1.96
C 0.11 2.10 -0.66
C 0.11 1.00 0.24
C 0.00 -0.12 -0.53
H -0.09 -0.42 -2.61
H -0.01 2.09 -2.91
H 0.12 3.15 -0.39
H 0.09 0.97 1.31
H 0.11 -1.15 -0.26
*
```

=====

C30H25MnN7O4S as an isolated structure. Source: OMol25; level of theory: the ωB97M-V functional and the def2-TZVPD basis.

The electronic energy is -3391.21038 Ha. The value obtained for the relative energy (zero: lowest compared OMol25 entry of this formula, charge and spin) is 18.8 kcal/mol. Its LUMO energy (spin up / spin down) is -7.60 / -7.84 eV. For the HOMO-LUMO gap (spin up / spin down), the calculation gives 5.378 / 5.105 eV. The HOMO energy (spin up / spin down) is -12.974 / -12.944 eV.

The geometry in ORCA input format:
```
! wB97M-V def2-TZVPD RIJCOSX def2/J DEFGRID3
* xyz 2 4
Mn 0.20 0.59 0.29
O -4.38 3.52 0.63
C -4.03 3.48 -0.65
C -4.92 4.09 -1.53
C -4.66 4.09 -2.87
C -3.50 3.50 -3.41
C -2.61 2.91 -2.57
C -2.84 2.88 -1.16
C -1.88 2.26 -0.34
O -0.73 1.87 -0.81
N -2.17 2.06 0.98
N -1.17 1.38 1.52
C -1.13 1.34 2.84
C 0.01 0.96 3.53
C -0.06 0.78 4.95
C 1.05 0.47 5.65
C 2.30 0.38 4.98
C 2.42 0.58 3.63
C 1.27 0.87 2.88
O 1.41 1.08 1.59
H -3.72 3.02 1.16
H -5.81 4.55 -1.12
H -5.37 4.57 -3.54
H -3.32 3.51 -4.48
H -1.70 2.47 -2.95
H -2.01 1.71 3.37
H -1.02 0.88 5.44
H 1.00 0.32 6.72
H 3.20 0.16 5.56
H 3.37 0.54 3.13
S 2.12 -2.36 -6.27
N 2.92 -1.33 -5.32
C 2.14 -1.12 -4.27
C 2.47 -0.25 -3.14
C 3.64 0.51 -3.02
C 3.82 1.30 -1.90
C 2.84 1.31 -0.91
N 1.74 0.58 -1.03
C 1.54 -0.17 -2.13
C 0.27 -0.88 -2.18
N -0.56 -0.67 -1.15
C -1.75 -1.26 -1.12
C -2.16 -2.10 -2.15
C -1.31 -2.33 -3.22
C -0.06 -1.71 -3.24
C 0.93 -1.83 -4.31
N 0.78 -2.58 -5.40
H 4.38 0.47 -3.81
H 4.70 1.91 -1.78
H 2.94 1.89 -0.01
H -2.38 -1.06 -0.27
H -3.14 -2.56 -2.11
H -1.60 -2.98 -4.04
C 1.86 -4.11 2.35
N 1.47 -2.86 1.67
C 2.38 -2.24 0.69
C 0.33 -2.24 1.92
C -0.64 -2.77 2.93
O 0.04 -1.17 1.34
H 2.82 -4.41 1.95
H 1.15 -4.91 2.16
H 1.96 -3.96 3.42
H 3.26 -2.88 0.60
H 2.69 -1.25 1.03
H 1.90 -2.16 -0.28
H -0.46 -3.79 3.25
H -1.65 -2.69 2.52
H -0.60 -2.12 3.81
*
```

=====

Q: relative energy (zero: lowest compared OMol25 entry of this formula, charge and spin) of number 1 (C19H21CoN7O3S4)?
A: 19.2 kcal/mol

=====

Q: Number 2 is which compound?
A: C20H46N2O6S6

=====

Q: relative energy (zero: lowest compared OMol25 entry of this formula, charge and spin) of number 2 (C20H46N2O6S6)?
A: 12.0 kcal/mol

=====

Q: Which of these has the lowest relative energy (zero: lowest compared OMol25 entry of this formula, charge and spin)?
A: C20H46N2O6S6